(1)
Density functional theory data (ωB97M-V with the def2-TZVPD basis set) for the molecule C5H14N2 in a non-equilibrium geometry.

Element x y z (Å)
C 1.82 -0.01 0.76
C 0.57 0.80 0.87
N 0.73 2.24 1.00
C -0.41 0.53 -0.31
N -0.55 -0.86 -0.59
C -1.51 -1.54 0.26
C -0.72 -1.21 -1.97
H 1.60 -1.07 0.56
H 2.49 -0.02 1.63
H 2.46 0.15 -0.12
H -0.06 0.51 1.71
H 1.47 2.43 1.66
H 1.04 2.64 0.12
H 0.08 0.99 -1.18
H -1.30 1.16 -0.15
H -1.15 -1.67 1.28
H -2.48 -1.03 0.36
H -1.73 -2.50 -0.18
H 0.01 -0.68 -2.58
H -1.72 -0.87 -2.29
H -0.56 -2.26 -2.12

Charge   0
E_HOMO   -8.32 eV
Energy relative to the best compared isomer or geometry (same formula, charge and spin)   25.8 kcal per mole
SMILES   C[C@@H](N)CN(C)C



(2)
Density functional theory data (ωB97M-V with the def2-TZVPD basis set) for the molecule C5H14N2.

Element x y z (Å)
C -0.69 2.01 -0.50
C 0.05 1.44 0.73
N -0.43 2.07 1.95
C -0.14 -0.06 0.84
C 0.62 -0.84 -0.22
C -0.09 -2.08 -0.76
N 0.86 -2.95 -1.48
H -1.71 1.62 -0.53
H -0.13 1.82 -1.41
H -0.80 3.09 -0.40
H 1.12 1.67 0.62
H 0.00 2.94 2.19
H -0.70 1.44 2.68
H -1.21 -0.30 0.86
H 0.21 -0.36 1.83
H 0.88 -0.19 -1.07
H 1.59 -1.12 0.17
H -0.90 -1.71 -1.41
H -0.50 -2.67 0.06
H 1.59 -2.39 -1.92
H 0.38 -3.44 -2.23

Charge   0
E_HOMO   -8.81 eV
Energy relative to the best compared isomer or geometry (same formula, charge and spin)   13.0 kcal per mole
SMILES   C[C@@H](N)CCCN



(3)
Density functional theory data (ωB97M-V with the def2-TZVPD basis set) for the molecule C5H14N2 in a non-equilibrium geometry.

Element x y z (Å)
C -1.05 1.31 -2.91
C -1.11 0.59 -1.54
C 0.29 0.21 -1.05
N 0.21 -0.75 0.05
C 1.33 -0.69 1.00
C 0.91 -1.23 2.35
N 0.03 -0.27 3.06
H -1.18 2.38 -2.74
H -0.15 1.03 -3.44
H -1.90 1.04 -3.52
H -1.80 -0.25 -1.53
H -1.52 1.31 -0.82
H 0.77 1.13 -0.70
H 0.90 -0.20 -1.85
H -0.64 -0.61 0.58
H 2.14 -1.31 0.62
H 1.69 0.33 1.16
H 0.47 -2.21 2.25
H 1.79 -1.30 2.99
H -0.54 0.29 2.42
H -0.64 -0.78 3.63

Charge   0
E_HOMO   -8.83 eV
Energy relative to the best compared isomer or geometry (same formula, charge and spin)   20.6 kcal per mole
SMILES   CCCNCCN



(4)
Density functional theory data (ωB97M-V with the def2-TZVPD basis set) for a structure of composition C5H14N2 in a non-equilibrium geometry.

Element x y z (Å)
N 3.08 -0.99 0.14
C 1.93 -0.10 -0.34
C 2.04 1.39 -0.11
C 0.68 -0.58 0.49
N -0.35 0.17 -0.44
C -2.09 -0.24 -0.14
C -3.55 0.28 -0.30
H 2.66 -1.98 0.32
H 3.55 -0.70 0.97
H 1.79 -0.45 -1.35
H 1.47 1.45 0.82
H 3.11 1.69 -0.10
H 1.54 1.95 -0.89
H 0.72 -0.24 1.56
H 0.49 -1.73 0.42
H -1.38 0.69 0.05
H -1.99 -1.08 -0.93
H -1.93 -0.96 0.68
H -4.04 0.34 0.68
H -4.24 -0.27 -0.95
H -3.52 1.35 -0.58

Charge   0
E_HOMO   -8.35 eV
Energy relative to the best compared isomer or geometry (same formula, charge and spin)   154.1 kcal per mole



(5)
Density functional theory data (ωB97M-V with the def2-TZVPD basis set) for the molecule C5H14N2 in a non-equilibrium geometry.

Element x y z (Å)
C 1.63 -1.25 0.32
C 1.34 0.11 -0.35
N 2.01 0.22 -1.63
C -0.16 0.29 -0.65
N -1.07 -0.08 0.43
C -0.86 0.85 1.55
C -2.45 -0.03 -0.08
H 2.10 -2.02 -0.26
H 2.08 -1.14 1.31
H 0.66 -1.69 0.59
H 1.72 0.90 0.30
H 1.53 -0.08 -2.46
H 2.98 -0.01 -1.66
H -0.30 1.32 -1.01
H -0.39 -0.36 -1.49
H -1.58 0.63 2.33
H 0.09 0.55 2.00
H -0.82 1.91 1.27
H -2.48 0.40 -1.07
H -3.09 0.49 0.63
H -2.92 -1.01 -0.07

Charge   0
E_HOMO   -8.66 eV
Energy relative to the best compared isomer or geometry (same formula, charge and spin)   31.0 kcal per mole
SMILES   C[C@@H](N)CN(C)C



(6)
Density functional theory data (ωB97M-V with the def2-TZVPD basis set) for a structure of composition C5H14N2 in a non-equilibrium geometry.

Element x y z (Å)
C -0.03 0.77 0.38
C 0.13 -0.91 2.89
C -1.34 0.68 -0.21
C 0.27 -0.88 -1.60
C 0.20 1.51 -1.94
N 0.45 -0.83 1.45
N -0.12 0.42 -1.04
H 0.61 1.50 0.78
H 0.44 -0.03 3.39
H 0.59 -1.79 3.33
H -0.90 -1.14 2.94
H -1.96 -0.18 -0.13
H 0.03 -1.53 0.79
H -1.95 1.50 -0.41
H 0.02 -0.99 -2.66
H 1.30 -1.11 -1.59
H -0.04 -1.75 -1.15
H 1.22 1.55 -2.25
H -0.37 1.50 -2.88
H -0.03 2.45 -1.36
H 1.48 -0.75 1.26

Charge   +2
E_HOMO   -21.07 eV
Energy relative to the best compared isomer or geometry (same formula, charge and spin)   101.6 kcal per mole



> Among the records above, which one has the highest E_HOMO?

number 1



> Which of these has the lowest E_HOMO?

number 6



> What is the energy relative to the best compared isomer or geometry (same formula, charge and spin) in the second record?

13.0 kcal per mole



> The lowest E_HOMO belongs to which entry?

number 6